1.
DFT (the ωB97M-V functional and the def2-TZVPD basis) results for C12H23F3NO5P2SY as an isolated structure.

Structure (XYZ):
```
48
Properties=species:S:1:pos:R:3:forces:R:3:mulliken_charge:R:1
Y 0.54942 -0.13832 -0.54510 -0.07 -1.64 -1.05 0.532
P -1.43786 -2.21186 -0.48049 -0.22 -1.23 0.66 0.884
C -2.61727 -1.15192 -1.20728 -0.36 0.06 -2.24 -1.169
C -2.65248 0.22681 -0.97997 0.07 2.05 0.05 0.959
N -1.51838 0.91311 -0.50874 -1.03 0.01 0.41 0.182
C -1.64795 2.19517 -0.09357 0.20 -0.05 0.37 0.896
C -2.87116 2.84773 -0.10032 0.13 -0.03 -0.04 -0.837
C -3.97810 2.22677 -0.69682 0.06 0.54 0.34 -0.563
C -3.85522 0.95037 -1.21607 0.12 -0.30 0.08 -1.024
C -0.47563 2.96889 0.56480 -0.74 -0.60 -0.22 -0.958
P 1.24600 2.65365 0.00834 -0.27 1.07 0.49 0.518
H -4.68717 0.44278 -1.72897 0.43 0.31 0.46 0.464
H -2.89056 3.83623 0.37501 -0.42 -0.43 -0.43 0.464
H -4.92140 2.77677 -0.68601 0.19 -0.34 -0.30 0.442
H -0.71152 4.03014 0.44984 0.35 -0.04 -0.13 0.542
H -0.53942 2.79242 1.64478 0.17 -0.20 -0.05 0.406
H -1.11156 -0.95222 -3.56423 -1.12 -0.20 0.28 0.290
H -3.19385 -1.47565 -2.09270 -0.14 -0.08 0.82 0.521
H 3.72218 1.57745 -4.44702 0.61 -1.57 1.50 0.341
O -0.30154 -1.04996 -3.06630 1.60 1.21 -0.89 -0.569
H 0.27868 -0.67009 -3.77238 0.07 -0.62 0.77 0.269
H 1.35147 1.22747 0.51329 0.55 0.46 0.98 0.289
O 4.01649 0.94442 -3.70986 -2.09 0.06 -1.07 -0.613
H 3.34466 0.19468 -3.69216 1.46 1.50 -0.44 0.286
C 1.56389 3.81051 -1.33069 0.47 1.45 -1.68 -1.149
H 1.43313 4.90772 -1.12759 -0.05 -0.93 0.49 0.409
H 2.60580 3.73303 -1.69473 -0.36 -0.26 0.31 0.417
H 0.93070 3.61877 -2.21655 0.14 -0.20 0.50 0.334
C 2.37529 3.13897 1.36013 0.33 -0.10 0.12 -1.275
H 3.37482 2.81844 1.04699 -0.05 -0.03 0.04 0.402
H 2.46210 4.19934 1.61939 -0.41 -0.03 -0.52 0.437
H 2.14282 2.61185 2.28974 -0.11 -0.14 -0.25 0.395
C -2.37681 -2.47102 1.09719 0.38 -0.05 -0.02 -1.124
H -3.13461 -3.24429 0.87728 0.29 0.40 0.36 0.453
H -1.68496 -2.77425 1.89659 -0.40 -0.01 -0.19 0.356
H -2.85916 -1.50853 1.34513 0.22 -0.56 0.09 0.328
C -1.57030 -3.82161 -1.39477 0.35 0.32 0.20 -1.234
H -0.75031 -4.45692 -1.01390 -0.47 0.12 -0.21 0.398
H -2.54765 -4.30156 -1.20537 0.49 0.27 -0.10 0.423
H -1.41185 -3.66231 -2.47471 -0.07 -0.08 0.47 0.347
F 2.55289 -0.44908 3.95355 0.17 -0.78 -1.79 -0.186
C 2.98515 -0.84855 2.72748 1.70 0.65 1.26 0.540
F 3.46941 0.26724 2.09055 -0.84 -1.17 0.34 -0.212
F 4.02362 -1.70599 2.87773 -1.73 0.89 -0.36 -0.166
S 1.60608 -1.61898 1.69687 -0.32 0.58 0.55 1.246
O 2.17414 -1.56810 0.30445 -0.55 -0.26 0.63 -0.708
O 1.20877 -2.84685 2.29861 0.62 0.52 -0.67 -0.472
O 0.51255 -0.57224 1.67785 0.65 -0.56 0.09 -0.511
```
Positions in Å, forces in eV/Å.

Calculated values
Energy relative to the best compared isomer or geometry (same formula, charge and spin)   41.7 kcal/mol
Maximum force   2.35 eV Å⁻¹
Charge   +2
E_LUMO (spin up / spin down)   -7.611 / -8.100 eV
Frontier orbital gap (spin up / spin down)   6.80 / 5.72 eV
Electronic energy   -2320.2683 hartree

2.
DFT (the ωB97M-V functional and the def2-TZVPD basis) results for an isolated molecule of C5H10N2.

Structure (XYZ):
```
17
Properties=species:S:1:pos:R:3:forces:R:3:mulliken_charge:R:1
C -0.43578 0.61037 -0.21229 1.65 -0.84 -0.67 0.390
C -1.03872 0.53408 1.13526 0.61 -2.81 1.52 -1.256
C -1.23388 -0.15067 -1.26948 -0.10 0.13 0.01 -1.365
C 1.07050 -0.02537 -0.18915 -1.39 2.88 0.12 0.635
C 2.09664 0.68297 -0.65922 0.03 -0.45 0.19 -0.943
N 1.16535 -1.27182 0.31820 -1.01 -2.71 1.79 -0.272
N 0.62143 -1.51670 1.45105 1.81 0.27 -1.34 -0.337
H -0.24458 1.63894 -0.52100 -0.06 -0.01 -0.19 0.267
H 0.57235 -2.53136 1.60808 0.33 -0.05 -0.41 0.218
H -0.71944 -0.14414 -2.23316 -0.08 0.02 0.06 0.348
H -2.12513 0.53265 1.16376 -0.03 0.15 -0.10 0.361
H -0.59691 -0.64449 1.58472 -1.69 3.17 -0.91 0.302
H -0.59590 1.20938 1.86237 -0.10 0.22 -0.01 0.371
H -2.22155 0.30264 -1.39122 0.05 -0.06 -0.02 0.403
H -1.37493 -1.19222 -0.96668 -0.02 0.08 0.00 0.303
H 1.95479 1.65801 -1.09661 -0.11 0.08 0.04 0.267
H 3.10575 0.30773 -0.58461 0.11 -0.07 -0.09 0.307
```
Positions in Å, forces in eV/Å.

Calculated values
SMILES string   [H]/N=N/C(=C)C(C)C
Energy relative to the best compared isomer or geometry (same formula, charge and spin)   81.1 kcal/mol
Maximum force   3.71 eV Å⁻¹
E_LUMO   -0.097 eV
Frontier orbital gap   8.03 eV
Electronic energy   -305.8946 hartree